# 1
Molecular formula: C49H42BrN13O5SY
Method: DFT, wB97M-V/def2-TZVPD

XYZ file:
```
112
Properties=species:S:1:pos:R:3:forces:R:3:mulliken_charge:R:1
Y -0.56953 -0.88555 -0.22681 -0.02 0.75 -2.08 1.14
O 1.10912 -0.26305 -4.54620 -2.06 1.13 1.81 -0.72
C 0.38712 -0.16163 -3.50417 3.17 -1.30 -0.16 -0.05
N 0.86818 -0.02608 -2.22995 -0.21 0.77 -0.30 1.49
C 2.24675 0.30221 -2.21996 0.65 -0.16 -0.84 -0.43
O 2.73400 1.24956 -1.63662 -0.83 -0.64 -0.25 -0.34
C 3.17535 -0.62244 -3.06373 1.50 0.55 -0.85 -0.15
C 3.60159 -0.31492 -4.39143 0.40 0.69 0.31 -0.43
C 4.47773 -1.16423 -5.03147 -0.17 -0.49 0.12 -0.55
C 4.80055 -2.40692 -4.45017 0.87 0.03 -0.35 -0.62
C 4.47746 -2.54317 -3.13074 -0.30 -0.95 0.27 -0.33
N 3.76016 -1.62782 -2.45237 -1.07 -0.94 0.83 -0.23
C -1.04710 -0.45161 -3.65035 0.13 -1.91 -1.40 0.78
C -1.37712 -0.95719 -4.92114 -1.41 1.48 -0.42 -0.98
C -2.72772 -1.15675 -5.26630 1.81 0.11 0.68 -0.68
C -3.59700 -1.13560 -4.20388 -0.25 0.12 0.84 -0.94
C -3.13585 -0.83750 -2.93199 0.06 -0.40 1.30 -0.48
N -1.86111 -0.52959 -2.61809 -1.22 0.64 0.39 0.61
H 3.34440 0.63128 -4.89035 -0.10 -0.63 0.45 0.40
H 4.90987 -0.89179 -5.98054 -0.18 0.03 -0.26 0.42
H 5.39933 -3.21049 -4.94515 -0.62 1.00 0.29 0.36
H 4.73618 -3.50839 -2.62655 -0.13 1.16 -0.04 0.32
H -0.57183 -0.95211 -5.62994 0.06 -0.11 -0.28 0.59
H -3.04161 -1.28909 -6.28673 -0.03 -0.39 -0.12 0.49
H -4.62249 -1.41235 -4.28451 -0.67 0.09 -0.28 0.46
H -3.80595 -0.90042 -2.05547 0.25 0.06 -0.63 0.52
C 3.44085 6.33510 1.86551 -0.23 0.01 0.22 -0.69
C 3.20481 5.51017 2.94393 0.75 0.00 1.83 -0.50
C 3.09747 4.12158 2.87924 -0.50 0.87 0.18 -0.39
C 3.18911 3.59837 1.61602 -0.11 -1.00 -1.95 0.27
C 3.36336 4.39775 0.45317 -0.87 0.38 1.51 -0.30
C 3.39944 5.80218 0.60353 0.39 -1.20 -2.87 -0.40
N 3.14622 2.18059 1.30984 0.53 -0.75 1.51 0.20
N 3.20770 1.45350 2.34158 0.14 2.45 -0.25 -0.20
C 3.45802 0.10188 2.15321 -0.93 -1.38 -0.79 -0.10
C 3.77986 -0.65112 3.28725 -0.47 -0.01 0.54 -0.23
C 4.08583 -2.01921 3.12406 0.17 0.66 -0.55 -0.65
C 4.06665 -2.50264 1.83226 0.42 -0.59 -0.76 -0.69
C 3.67982 -1.65591 0.75977 0.06 -1.01 -0.89 0.11
N 3.31541 -0.40300 0.90156 0.53 0.29 1.41 0.13
H 3.69066 7.35406 2.09879 -0.28 0.41 -0.36 0.42
H 3.27291 6.01447 3.91543 -0.28 -0.42 -0.17 0.37
H 2.89477 3.47578 3.73959 0.27 0.38 -0.34 0.46
H 3.37714 3.88330 -0.50420 0.04 0.18 0.11 0.48
H 3.42598 6.35469 -0.38531 0.24 -0.20 1.63 0.32
H 3.68111 -0.18279 4.29117 0.41 -0.28 -0.94 0.43
H 4.43473 -2.68067 3.91652 -0.33 0.40 0.08 0.42
H 4.41512 -3.53970 1.62552 -0.46 0.91 0.08 0.40
H 3.67272 -1.95182 -0.32021 0.00 -0.31 1.09 0.39
C -4.08433 -3.48050 -0.11530 0.85 -0.60 -0.23 -1.02
N -4.38177 -2.74441 1.10650 -0.15 1.68 -0.27 0.24
C -5.63203 -2.82283 1.75468 2.68 -0.64 -0.57 -0.46
C -5.72626 -2.27368 2.99008 -0.71 -0.74 -1.52 -0.89
C -4.63769 -1.45234 3.41109 -0.17 0.33 0.57 0.80
N -3.63157 -1.11191 2.62762 -0.13 0.42 0.24 -0.08
C -3.53788 -1.63889 1.41577 0.51 -1.03 -0.68 -0.21
O -2.67704 -1.24253 0.56973 -1.10 -0.74 0.54 0.01
N -4.69170 -0.93349 4.64996 -1.39 -1.08 -0.21 -0.37
H -3.01391 -3.42442 -0.39204 -0.47 0.10 0.69 0.10
H -4.56453 -3.05157 -0.96243 -0.77 0.25 -0.70 0.46
H -4.31461 -4.54867 -0.02907 -0.24 0.36 0.19 0.42
H -6.33510 -3.44719 1.19554 0.00 0.18 0.71 0.50
H -6.61685 -2.55635 3.52191 -0.09 0.62 0.58 0.35
H -5.49658 -1.22507 5.20962 0.86 0.49 -0.03 0.23
H -3.94124 -0.40566 5.02436 0.50 0.38 0.25 0.23
N -0.71310 1.33315 0.18758 -1.45 1.55 -0.76 0.51
S -1.95938 2.41464 -0.10972 1.87 -1.11 1.32 0.03
C -1.78489 3.47898 1.37386 0.96 -0.32 -0.63 0.58
C -2.60801 3.13931 2.40412 -1.08 0.92 0.77 -0.51
C -2.51171 3.81005 3.64199 -1.16 -1.97 -0.89 -0.57
C -1.43386 4.59299 3.88277 -0.28 1.10 1.72 -0.60
C -0.64386 4.98010 2.84826 2.17 0.28 -1.47 -0.53
C -0.73346 4.36279 1.60553 -0.56 0.36 -0.74 -0.45
C -1.62467 3.45918 -1.52493 0.56 0.49 -0.21 0.59
C -0.36461 3.42473 -2.12090 0.60 -1.00 0.47 0.46
C -0.04920 4.29502 -3.16761 0.04 -0.51 0.89 -0.65
C -0.95300 5.28590 -3.53020 0.20 -1.12 -0.32 -0.60
C -2.23206 5.27287 -3.00263 -0.08 -0.52 1.58 -0.71
C -2.61108 4.31766 -1.99825 1.07 0.53 -1.72 -0.57
H 0.23033 1.73134 0.12976 -0.28 0.52 0.03 -0.15
H -3.39060 2.43898 2.21574 -0.59 -0.36 0.09 0.39
H -3.32979 3.66929 4.34138 0.43 -0.21 0.29 0.44
H -1.23756 4.96403 4.89251 -0.26 0.21 -0.40 0.41
H 0.12510 5.75024 2.98196 -0.16 -0.52 0.07 0.42
H -0.06390 4.57919 0.78200 0.16 0.32 0.14 0.50
H 0.29863 2.58960 -1.77379 -0.22 1.07 -0.58 -0.25
H 0.91341 4.21450 -3.65811 -0.06 -0.03 0.04 0.50
H -0.65791 5.87288 -4.38451 -0.27 0.66 0.15 0.40
H -2.88230 6.09118 -3.24545 -0.63 -0.16 -0.38 0.40
H -3.64125 4.08432 -1.84497 -0.63 0.52 0.75 0.48
Br 0.89495 -8.08244 -3.55615 0.06 -0.05 0.26 -0.13
C 0.61666 -7.11234 -1.98073 0.83 1.67 3.05 -0.16
C 0.63501 -7.67715 -0.62129 0.17 -0.71 -3.13 -0.11
N 0.31301 -6.97487 0.41075 0.96 0.05 1.32 -0.60
C 0.19159 -5.66636 0.32241 -1.69 0.16 0.48 -0.39
C 0.19409 -4.94541 -0.84077 1.05 -0.72 -1.01 0.02
C 0.57531 -5.69065 -1.99382 -1.18 -1.09 -0.86 -0.42
C -0.06594 -3.48708 -0.75027 1.35 2.42 -0.93 0.85
O -0.16337 -2.67941 -1.75066 -0.43 -2.37 1.56 -0.50
O -0.04980 -2.93623 0.43151 -0.23 -1.76 -0.55 -0.48
H 0.98053 -8.69504 -0.39562 -0.55 0.14 -0.58 0.42
H -0.08161 -5.19806 1.24355 -0.02 0.43 0.41 0.55
H 0.73556 -5.24518 -2.97282 -0.21 0.39 0.26 0.47
N -0.10008 -2.02217 2.87461 0.51 -0.36 -0.79 0.36
C -0.25705 -1.82751 4.20505 -0.27 2.15 -2.68 -0.69
C -0.47913 -0.47339 4.36088 0.27 0.51 0.68 -1.06
C -0.30812 0.14267 3.10577 -0.71 -2.22 -0.11 -0.48
N -0.11440 -0.80131 2.12434 -0.08 -0.88 3.54 0.03
H 0.03489 -2.97996 2.41285 -0.09 2.43 0.36 -0.06
H -0.15718 -2.57361 4.91880 -0.07 -1.38 0.91 0.65
H -0.75035 0.00697 5.30811 0.44 -0.08 -0.58 0.51
H -0.47291 1.19416 2.96546 0.26 0.10 -0.74 0.51
```
Positions in Å, forces in eV/Å.

Summary:
* total charge: +1
* lowest unoccupied orbital energy: -0.09480 hartree
* ΔE to the lowest compared entry with this formula, charge and spin: 76.95 kcal per mole
* molar mass: 1093.838 g/mol
* calculated total energy: -5990.8650 hartree
* Kohn-Sham gap: 7.39 eV

# 2
Molecular formula: C14H13NO2S
Method: DFT, wB97M-V/def2-TZVPD

XYZ file:
```
31
Properties=species:S:1:pos:R:3:forces:R:3:mulliken_charge:R:1
C -4.83846 -1.15044 -3.25709 -0.04 0.16 -0.28 -1.38
C -3.56405 -0.36074 -3.44287 -0.32 -0.13 -0.06 1.07
O -3.39431 0.34526 -4.41252 -0.01 -0.01 0.03 -0.61
C -2.53123 -0.48584 -2.38631 0.50 0.17 0.15 0.10
C -1.36580 0.27292 -2.51354 -0.28 -0.18 0.02 -0.91
C -0.35835 0.21512 -1.57482 0.19 0.10 0.01 -0.34
C -0.49690 -0.62182 -0.46937 -0.29 0.03 -0.31 1.02
N 0.47432 -0.74274 0.52540 -0.24 -0.31 0.23 -0.15
C 1.67464 -0.09960 0.63161 -0.04 -0.36 0.45 0.66
O 2.09084 0.71586 -0.15336 0.03 0.06 -0.26 -0.64
C 2.47747 -0.53771 1.86031 0.08 0.16 -0.23 -0.58
C 3.17178 0.62887 2.47438 0.17 0.14 -0.22 0.41
C 3.02865 1.12363 3.73435 -0.01 -0.21 -0.18 -0.63
C 3.82921 2.26319 3.96937 0.13 0.20 0.03 -0.42
C 4.56114 2.61346 2.88208 0.09 -0.19 -0.26 -0.53
S 4.28495 1.56959 1.54558 -0.12 0.12 0.62 -0.05
C -1.65753 -1.38641 -0.33392 0.16 0.03 0.10 -0.96
C -2.66132 -1.31990 -1.27563 0.01 0.14 -0.21 -0.61
H -5.50825 -0.94590 -4.08835 0.02 0.01 0.00 0.34
H -5.32372 -0.86784 -2.32559 -0.05 -0.05 0.11 0.38
H -4.61811 -2.21537 -3.22927 -0.01 -0.11 0.07 0.37
H -1.27003 0.91562 -3.37570 0.01 0.04 -0.05 0.43
H 0.53237 0.80947 -1.68798 0.00 0.00 0.00 0.49
H 0.23839 -1.40153 1.25529 0.16 0.19 -0.09 0.18
H 1.84240 -1.02086 2.60454 0.06 -0.02 -0.03 0.29
H 3.21494 -1.26456 1.50251 -0.11 -0.07 0.04 0.26
H 2.38105 0.68730 4.47471 -0.14 -0.12 0.09 0.37
H 3.85331 2.79211 4.90519 0.02 0.13 0.13 0.38
H 5.24419 3.43269 2.77740 0.13 0.20 0.03 0.42
H -1.76833 -2.03841 0.52226 -0.01 -0.06 0.08 0.30
H -3.54327 -1.92541 -1.13866 -0.10 -0.05 0.00 0.33
```
Positions in Å, forces in eV/Å.

Summary:
* total charge: 0
* lowest unoccupied orbital energy: 0.00945 hartree
* ΔE to the lowest compared entry with this formula, charge and spin: 0.00 kcal per mole
* molar mass: 259.330 g/mol
* SMILES: CC(=O)c1ccc(NC(=O)Cc2cccs2)cc1
* calculated total energy: -1144.7331 hartree
* Kohn-Sham gap: 9.03 eV

# 3
Molecular formula: C6H14N2
Method: DFT, wB97M-V/def2-TZVPD

XYZ file:
```
22
Properties=species:S:1:pos:R:3:forces:R:3:mulliken_charge:R:1
C 2.49285 -2.10789 -1.16978 -0.11 0.27 0.38 -0.13
N 1.88471 -1.26825 -0.42488 -0.28 0.03 -0.18 0.02
C 0.47467 -0.96808 -0.53393 -0.64 0.24 0.36 0.29
C -0.42551 -1.93626 -0.57809 -0.31 -0.60 -0.50 -0.84
C 0.14957 0.50219 -0.59469 0.32 0.60 -0.33 -1.08
C -1.03494 1.12197 0.19992 0.63 -0.08 -0.29 0.37
C -0.73359 2.54035 0.67396 0.60 0.40 0.34 -1.46
N -1.46324 0.28249 1.40242 -0.06 0.21 -0.15 -0.28
H 3.54876 -2.28288 -0.98650 -0.06 -0.16 -0.26 0.31
H 1.88167 -2.58449 -1.92688 0.37 -0.25 -0.16 0.31
H 2.38922 -0.73424 0.28029 0.24 -0.10 -0.04 0.36
H -1.47740 -1.71773 -0.70406 -0.04 0.37 -0.03 0.27
H -0.26828 -3.00912 -0.62799 0.54 0.10 0.34 0.36
H -0.01407 0.77821 -1.64069 -0.35 -0.28 -0.10 0.42
H 1.03072 1.11338 -0.44050 0.44 -0.11 0.69 0.49
H -1.87006 1.14917 -0.47489 -0.60 -0.15 -0.01 0.31
H 0.15532 2.97393 0.21550 -0.07 -0.20 -0.31 0.38
H -1.53388 3.23943 0.48052 -0.37 -0.01 0.01 0.37
H -0.49371 2.59016 1.74230 -0.14 -0.15 0.00 0.46
H -1.67412 0.93027 2.16353 -0.22 -0.08 0.15 0.37
H -0.71747 -0.33400 1.73191 -0.10 -0.09 -0.03 0.35
H -2.30123 -0.27864 1.21252 0.19 0.04 0.13 0.37
```
Positions in Å, forces in eV/Å.

Summary:
* total charge: +2
* lowest unoccupied orbital energy: -0.31850 hartree
* ΔE to the lowest compared entry with this formula, charge and spin: 20.04 kcal per mole
* molar mass: 114.192 g/mol
* SMILES: C=[NH+]C(=C)C[C@H](C)[NH3+]
* calculated total energy: -345.8552 hartree
* Kohn-Sham gap: 10.14 eV